(1)
Molecular formula: C35H52N6O3
Method: DFT, wB97M-V/def2-TZVPD

- HOMO energy: -7.637 eV
- Energy relative to the best compared isomer or geometry (same formula, charge and spin): 132.80 kJ/mol
- Energy: -52219.242 eV
- HOMO-LUMO gap: 7.0 eV
- E_LUMO: -0.665 eV

Structure (ORCA input):
```
! wB97M-V def2-TZVPD RIJCOSX def2/J DEFGRID3
* xyz 0 1
C -1.3889 -2.0180 -4.0627
O -1.1068 -0.8750 -3.2798
C -0.1327 -1.1300 -2.2920
C -0.1696 -0.0762 -1.2009
C -1.2342 -0.2980 -0.1005
C -2.5423 -0.8890 -0.6140
C -3.6893 -0.9244 0.4235
C -3.2724 -0.8581 1.8885
C -2.6134 -2.1412 2.4796
C -2.7061 -3.4046 1.6230
C -1.6600 -4.4460 2.0893
C -0.2792 -3.9933 1.6654
C 0.3471 -4.5007 0.3422
C 1.6827 -3.7876 0.5040
N 1.9760 -3.6656 1.7378
C 3.1749 -2.9554 2.3319
O 2.9924 -2.6388 3.4855
O 4.0924 -2.8007 1.5479
C 0.9371 -4.3114 2.5665
H -1.6396 -2.8636 -3.4136
H -2.2507 -1.7801 -4.6792
H -0.5336 -2.2700 -4.6955
H 0.8541 -1.1015 -2.7767
H -0.2403 -2.1447 -1.8819
H 0.8169 -0.0664 -0.7354
H -0.3128 0.8884 -1.6875
H -1.4330 0.6869 0.3238
H -0.7650 -0.9134 0.6695
H -2.3531 -1.8938 -0.9978
H -2.8458 -0.2947 -1.4737
H -4.3158 -1.7999 0.2553
H -4.3236 -0.0584 0.2254
H -4.1724 -0.6510 2.4712
H -2.6093 -0.0201 2.0909
H -3.1310 -2.3704 3.4126
H -1.5922 -1.8970 2.7718
H -2.4965 -3.2323 0.5710
H -3.6843 -3.8517 1.7889
H -1.7143 -4.5766 3.1698
H -1.8987 -5.3993 1.6158
H -0.1891 -2.9122 1.5446
H 0.5322 -5.5730 0.2679
H -0.0968 -4.0672 -0.5542
H 2.3041 -3.3736 -0.2789
H 1.1565 -5.3738 2.4199
H 0.9069 -4.0398 3.6104
N -4.9345 3.6355 1.6510
C -3.9052 2.9507 2.2334
C -2.7474 3.3025 1.5911
C -3.0919 4.2423 0.5813
C -4.4483 4.4284 0.6445
H -5.8987 3.5664 1.9182
H -4.0841 2.2726 3.0502
H -1.7627 2.9292 1.8188
H -2.4217 4.7253 -0.1098
H -5.1056 5.0514 0.0618
N -2.8535 7.3997 1.6575
C -3.0984 8.4620 0.8347
C -1.9617 9.2256 0.7824
C -0.9918 8.5906 1.6065
C -1.5739 7.4663 2.1294
H -3.5111 6.6732 1.8782
H -4.0558 8.5857 0.3584
H -1.8403 10.1361 0.2178
H 0.0169 8.9216 1.7943
H -1.1882 6.7118 2.7929
N 0.6081 -7.0143 -2.5439
C -0.5858 -6.5036 -2.9841
C -1.3900 -7.5561 -3.3260
C -0.6559 -8.7487 -3.0793
C 0.5703 -8.3819 -2.5967
H 1.3917 -6.4716 -2.2336
H -0.7577 -5.4409 -3.0170
H -2.3931 -7.4819 -3.7104
H -0.9916 -9.7591 -3.2393
H 1.4157 -8.9725 -2.2887
N 6.9616 -2.8307 0.4534
C 7.9953 -3.6323 0.8402
C 8.9952 -3.5179 -0.0920
C 8.5430 -2.6038 -1.0807
C 7.2856 -2.1983 -0.7112
H 6.0914 -2.7223 0.9506
H 7.9336 -4.2150 1.7432
H 9.9428 -4.0297 -0.0670
H 9.0776 -2.2808 -1.9585
H 6.5973 -1.5149 -1.1780
N 1.3519 9.2635 -0.9425
C 2.3765 8.5648 -0.3678
C 3.5340 8.9055 -1.0156
C 3.1929 9.8515 -2.0202
C 1.8400 10.0516 -1.9475
H 0.3872 9.2039 -0.6661
H 2.1944 7.8874 0.4488
H 4.5154 8.5211 -0.7945
H 3.8635 10.3290 -2.7146
H 1.1862 10.6842 -2.5228
*
```

Löwdin atomic charge list, values in e, 5 entries: C -0.10; O -0.19; C -0.27; C -0.15; C -0.19


(2)
Molecular formula: C2HN3O2
Method: DFT, wB97M-V/def2-TZVPD

- HOMO energy: -9.718 eV
- Energy relative to the best compared isomer or geometry (same formula, charge and spin): 603.79 kJ/mol
- Energy: -10649.742 eV
- HOMO-LUMO gap: 9.1 eV
- Structure (SMILES): n1c2[nH]n1-2.O=C=O
- E_LUMO: -0.636 eV

Structure (ORCA input):
```
! wB97M-V def2-TZVPD RIJCOSX def2/J DEFGRID3
* xyz 0 1
C -0.9597 -1.7056 -0.3595
C 1.5713 1.6177 -0.3633
N -0.2710 -2.1145 0.7657
N -0.3304 -0.7832 0.8892
N -1.4453 -0.5600 0.1361
O 1.3121 2.5031 0.2810
O 1.8158 0.7115 -0.9716
H -1.6928 0.3310 -0.3775
*
```

Löwdin atomic charge list, values in e, 5 entries: C -0.13; C -0.51; N 0.05; N 0.00; N -0.02


(3)
Molecular formula: C4H6NP
Method: DFT, wB97M-V/def2-TZVPD

- HOMO energy: -9.656 eV
- Energy relative to the best compared isomer or geometry (same formula, charge and spin): 164.35 kJ/mol
- Energy: -15021.441 eV
- HOMO-LUMO gap: 9.3 eV
- Structure (SMILES): CC(C)=PC#N
- E_LUMO: -0.345 eV

Structure (ORCA input):
```
! wB97M-V def2-TZVPD RIJCOSX def2/J DEFGRID3
* xyz 0 1
C -0.2910 2.0611 -1.8509
C -0.3362 -0.0166 0.2661
C -0.6679 -0.7252 1.5305
C 0.8413 -0.5419 -0.5793
N 0.3218 2.4758 -2.7216
P -1.1366 1.4712 0.0293
H 0.1232 -0.5970 2.2621
H -0.4651 -1.7856 1.5024
H -1.5438 -0.3511 1.8837
H 0.9719 0.0165 -1.5889
H 0.5089 -1.5133 -0.9359
H 1.6735 -0.4939 0.2025
*
```

Löwdin atomic charge list, values in e, 5 entries: C -0.43; C -0.69; C -0.16; C -0.12; N 0.00


(4)
Molecular formula: C3H2N4O
Method: DFT, wB97M-V/def2-TZVPD

- HOMO energy: -10.310 eV
- Energy relative to the best compared isomer or geometry (same formula, charge and spin): 362.61 kJ/mol
- Energy: -11145.514 eV
- HOMO-LUMO gap: 9.8 eV
- E_LUMO: -0.530 eV

Structure (ORCA input):
```
! wB97M-V def2-TZVPD RIJCOSX def2/J DEFGRID3
* xyz 0 1
C -1.4114 0.3516 0.0184
C 0.0278 -0.8937 -0.0321
C 0.0553 0.5256 0.0434
H -1.8056 0.8099 0.8888
H -2.0210 0.8259 -0.8023
N 1.1122 -1.6542 0.0270
N 2.2282 -0.7945 0.0263
N 2.1689 0.4843 -0.0955
N 0.9851 1.3221 -0.0048
O -1.3395 -0.9769 -0.0691
*
```

Löwdin atomic charge list, values in e, 5 entries: C -0.17; C -0.24; C -0.26; H 0.13; H 0.16


(5)
Molecular formula: C5H4BrCl2N4
Method: DFT, wB97M-V/def2-TZVPD

- HOMO energy: -13.828 eV
- Energy: -106288.711 eV
- HOMO-LUMO gap: 7.6 eV
- Structure (SMILES): ClC1=[NH+][C@@]2(Cl)N=CN[C@@]2(Br)C=N1
- E_LUMO: -6.225 eV

Structure (ORCA input):
```
! wB97M-V def2-TZVPD RIJCOSX def2/J DEFGRID3
* xyz 1 1
C 0.5734 -1.5205 -1.0421
C -0.4985 0.9470 1.1162
C -0.2567 -0.2907 -2.7843
C 1.0310 -0.3332 -0.3062
C 0.5317 1.0229 -0.8646
N 0.0085 -1.4763 -2.1873
N -0.4002 1.6111 0.0293
N 0.0552 -0.2554 1.2216
N -0.0555 0.8616 -2.1843
Cl -0.8590 -0.3534 -4.3403
Cl 1.8923 2.2070 -1.1192
Br 2.8722 -0.5409 0.1792
H 0.7904 -2.5026 -0.6343
H -1.0993 1.3492 1.9224
H 0.4458 -0.6745 2.0525
H -0.2902 1.7434 -2.6374
*
```

Löwdin atomic charge list, values in e, 5 entries: C -0.09; C -0.22; C -0.71; C -0.64; C -0.81


(6)
Molecular formula: C26H24Cl4N2OPRu
Method: DFT, wB97M-V/def2-TZVPD

- HOMO energy (spin up / spin down): -14.217 / -14.394 eV
- Energy relative to the best compared isomer or geometry (same formula, charge and spin): 43.63 kJ/mol
- Energy: -94326.957 eV
- HOMO-LUMO gap (spin up / spin down): 8.7 / 6.1 eV
- ⟨S²⟩: 0.778
- E_LUMO (spin up / spin down): -5.563 / -8.302 eV

Structure (ORCA input):
```
! wB97M-V def2-TZVPD RIJCOSX def2/J DEFGRID3
* xyz 2 2
Ru 0.8267 -0.7580 0.2920
Cl 5.4429 -0.1813 6.0107
C 4.7083 -0.5037 4.5237
C 3.3350 -0.1977 4.3649
C 2.7521 -0.4605 3.1707
Cl 1.0609 -0.1491 2.9320
C 3.4629 -1.0400 2.0550
O 2.9236 -1.2440 0.9449
C 4.8703 -1.3226 2.2803
Cl 5.7493 -1.9894 0.9886
C 5.4641 -1.0629 3.4843
H 2.7805 0.2331 5.1869
H 6.5116 -1.2820 3.6373
Cl 2.1985 1.1618 -0.5953
C 1.0618 2.4665 -0.2485
C 1.5547 3.7358 -0.0382
C 0.6471 4.7454 0.2604
C -0.7097 4.4725 0.3452
C -1.1792 3.1870 0.1149
C -0.2895 2.1615 -0.1977
P -0.8042 0.4815 -0.6362
C -2.4905 0.2817 -0.0196
C -3.5735 0.0821 -0.8728
C -4.8483 -0.0821 -0.3444
C -5.0464 -0.0435 1.0269
C -3.9708 0.1599 1.8853
C -2.6980 0.3194 1.3647
C -0.9269 0.4675 -2.4393
C -0.9088 -0.7619 -3.0990
C -1.0372 -0.8220 -4.4766
C -1.1733 0.3521 -5.2072
C -1.1925 1.5778 -4.5590
C -1.0753 1.6386 -3.1770
H 2.6157 3.9358 -0.0977
H 1.0104 5.7493 0.4333
H -1.4059 5.2642 0.5850
H -2.2402 2.9769 0.1663
H -3.4269 0.0597 -1.9448
H -5.6878 -0.2333 -1.0093
H -6.0418 -0.1666 1.4320
H -4.1295 0.2019 2.9545
H -1.8628 0.5007 2.0358
H -0.8187 -1.6767 -2.5248
H -1.0336 -1.7780 -4.9832
H -1.2668 0.3087 -6.2838
H -1.3019 2.4904 -5.1290
H -1.0952 2.6007 -2.6802
N -0.5940 -2.1870 0.8748
C -0.5093 -3.3980 0.0100
C 0.9270 -3.5773 -0.4067
N 1.3860 -2.3037 -1.0283
H -0.4801 -2.4140 1.8615
H -1.5436 -1.8266 0.7938
H -1.1129 -3.1964 -0.8771
H -0.9246 -4.2785 0.4984
H 1.0574 -4.4231 -1.0819
H 1.5543 -3.7505 0.4697
H 1.0941 -2.2151 -1.9980
H 2.4045 -2.2872 -1.0283
*
```

Löwdin atomic charge list, values in e, 5 entries: Ru 0.68; Cl 0.85; C -0.62; C -0.09; C -0.52


Q: What is the energy in the fifth record?
A: -106288.711 eV


What did the sixth record say?
Molecular formula: C26H24Cl4N2OPRu
Method: DFT, wB97M-V/def2-TZVPD

- HOMO energy (spin up / spin down): -14.217 / -14.394 eV
- Energy relative to the best compared isomer or geometry (same formula, charge and spin): 43.63 kJ/mol
- Energy: -94326.957 eV
- HOMO-LUMO gap (spin up / spin down): 8.7 / 6.1 eV
- ⟨S²⟩: 0.778
- E_LUMO (spin up / spin down): -5.563 / -8.302 eV

Structure (ORCA input):
```
! wB97M-V def2-TZVPD RIJCOSX def2/J DEFGRID3
* xyz 2 2
Ru 0.8267 -0.7580 0.2920
Cl 5.4429 -0.1813 6.0107
C 4.7083 -0.5037 4.5237
C 3.3350 -0.1977 4.3649
C 2.7521 -0.4605 3.1707
Cl 1.0609 -0.1491 2.9320
C 3.4629 -1.0400 2.0550
O 2.9236 -1.2440 0.9449
C 4.8703 -1.3226 2.2803
Cl 5.7493 -1.9894 0.9886
C 5.4641 -1.0629 3.4843
H 2.7805 0.2331 5.1869
H 6.5116 -1.2820 3.6373
Cl 2.1985 1.1618 -0.5953
C 1.0618 2.4665 -0.2485
C 1.5547 3.7358 -0.0382
C 0.6471 4.7454 0.2604
C -0.7097 4.4725 0.3452
C -1.1792 3.1870 0.1149
C -0.2895 2.1615 -0.1977
P -0.8042 0.4815 -0.6362
C -2.4905 0.2817 -0.0196
C -3.5735 0.0821 -0.8728
C -4.8483 -0.0821 -0.3444
C -5.0464 -0.0435 1.0269
C -3.9708 0.1599 1.8853
C -2.6980 0.3194 1.3647
C -0.9269 0.4675 -2.4393
C -0.9088 -0.7619 -3.0990
C -1.0372 -0.8220 -4.4766
C -1.1733 0.3521 -5.2072
C -1.1925 1.5778 -4.5590
C -1.0753 1.6386 -3.1770
H 2.6157 3.9358 -0.0977
H 1.0104 5.7493 0.4333
H -1.4059 5.2642 0.5850
H -2.2402 2.9769 0.1663
H -3.4269 0.0597 -1.9448
H -5.6878 -0.2333 -1.0093
H -6.0418 -0.1666 1.4320
H -4.1295 0.2019 2.9545
H -1.8628 0.5007 2.0358
H -0.8187 -1.6767 -2.5248
H -1.0336 -1.7780 -4.9832
H -1.2668 0.3087 -6.2838
H -1.3019 2.4904 -5.1290
H -1.0952 2.6007 -2.6802
N -0.5940 -2.1870 0.8748
C -0.5093 -3.3980 0.0100
C 0.9270 -3.5773 -0.4067
N 1.3860 -2.3037 -1.0283
H -0.4801 -2.4140 1.8615
H -1.5436 -1.8266 0.7938
H -1.1129 -3.1964 -0.8771
H -0.9246 -4.2785 0.4984
H 1.0574 -4.4231 -1.0819
H 1.5543 -3.7505 0.4697
H 1.0941 -2.2151 -1.9980
H 2.4045 -2.2872 -1.0283
*
```

Löwdin atomic charge list, values in e, 5 entries: Ru 0.68; Cl 0.85; C -0.62; C -0.09; C -0.52